# 1
Molecular formula: H2
Method: DFT, wB97M-V/def2-TZVPD

For the gap between HOMO and LUMO, the calculation gives 0.228 Ha. The calculation puts the HOMO energy at -9.6176 eV. Its charge is 0. Its spin multiplicity is 1. Its energy above the lowest of the compared OMol25 structures with the same formula, charge and spin is 148.8 kcal/mol. The calculation puts the electronic energy at -25.1374 eV.

```
2
Properties=species:S:1:pos:R:3:forces:R:3
H -0.189 -0.877 0.933 0.3 1.3 -1.4
H 0.189 0.877 -0.933 -0.3 -1.3 1.4
```
Positions in Å, forces in eV/Å.



# 2
Molecular formula: H2
Method: DFT, wB97M-V/def2-TZVPD

For the gap between HOMO and LUMO, the calculation gives 0.354 Ha. The calculation puts the HOMO energy at -10.9540 eV. Its charge is 0. Its spin multiplicity is 1. Its energy above the lowest of the compared OMol25 structures with the same formula, charge and spin is 93.2 kcal/mol. The calculation puts the electronic energy at -27.5496 eV.

```
2
Properties=species:S:1:pos:R:3:forces:R:3
H 0.000 0.000 0.857 0.0 0.0 -3.8
H 0.000 0.000 -0.857 0.0 0.0 3.8
```
Positions in Å, forces in eV/Å.



# 3
Molecular formula: H20HeO10
Method: DFT, wB97M-V/def2-TZVPD

For the gap between HOMO and LUMO, the calculation gives 0.376 Ha. The calculation puts the HOMO energy at -10.0008 eV. Its charge is 0. Its spin multiplicity is 1. Its energy above the lowest of the compared OMol25 structures with the same formula, charge and spin is 12.9 kcal/mol. The calculation puts the electronic energy at -20879.3487 eV.

```
31
Properties=species:S:1:pos:R:3:forces:R:3
He -0.143 -0.178 -0.643 -0.1 0.1 0.1
O -0.579 -2.198 2.165 -0.6 -0.2 0.0
H -0.339 -2.696 2.946 0.0 -0.1 0.1
H 0.073 -1.499 2.115 0.5 0.3 -0.2
O 1.918 -0.688 2.139 -0.7 -0.1 0.6
H 2.710 -0.470 1.647 0.5 0.3 -0.8
H 2.233 -0.910 3.015 0.0 0.0 0.3
O -3.169 -1.170 -2.373 0.2 -0.3 -0.8
H -3.327 -0.758 -1.524 0.0 0.4 0.8
H -3.606 -2.020 -2.313 -0.3 -0.2 -0.1
O 0.870 2.126 2.962 0.1 -0.2 0.5
H 1.001 1.281 2.532 0.2 -0.4 -0.1
H 0.733 2.743 2.243 -0.3 0.5 -0.2
O -0.104 2.952 -1.528 -0.1 -0.1 0.2
H -0.695 3.624 -1.868 -0.2 0.2 -0.2
H 0.626 2.940 -2.146 0.3 -0.1 -0.1
O 3.727 -0.298 0.066 0.4 0.4 0.5
H 3.062 -0.666 -0.516 -0.7 -0.4 -0.5
H 4.313 -1.031 0.254 0.2 -0.2 -0.1
O -0.752 -2.622 -2.237 0.6 -0.5 0.2
H -1.519 -2.089 -2.025 -0.6 0.6 0.0
H -0.790 -2.729 -3.187 0.0 0.0 -0.2
O -0.029 4.022 1.111 0.1 0.4 0.3
H 0.008 3.629 0.239 0.2 -0.3 -0.6
H -0.927 4.346 1.189 -0.2 0.1 0.2
O 1.782 -1.674 -1.657 1.1 0.4 0.2
H 0.860 -1.928 -1.622 -0.8 -0.3 0.0
H 1.955 -1.528 -2.587 0.0 0.0 -0.2
O -3.170 -0.273 0.180 -0.1 0.1 0.0
H -3.366 0.608 0.500 0.0 0.3 0.0
H -3.358 -0.846 0.923 0.1 -0.3 0.2
```
Positions in Å, forces in eV/Å.



# 4
Molecular formula: H20NO13
Method: DFT, wB97M-V/def2-TZVPD

For the gap between HOMO and LUMO, the calculation gives 0.387 Ha. The calculation puts the HOMO energy at -7.6650 eV. Its charge is -1. Its spin multiplicity is 1. Its energy above the lowest of the compared OMol25 structures with the same formula, charge and spin is 93.0 kcal/mol. The calculation puts the electronic energy at -28429.3915 eV.

```
34
Properties=species:S:1:pos:R:3:forces:R:3
N 14.072 -31.968 23.111 -4.4 1.4 -2.2
O 14.295 -32.859 23.825 1.3 -2.2 4.6
O 13.127 -31.093 23.374 2.4 -0.7 -0.5
O 14.495 -32.075 21.962 1.1 1.9 -2.1
O 13.952 -35.398 24.034 3.2 -3.8 1.9
H 13.278 -35.846 23.612 -2.2 -1.3 -1.6
H 13.787 -34.525 24.012 -1.2 4.7 -0.2
O 16.598 -35.724 23.108 -4.5 -0.1 -1.9
H 17.152 -35.259 23.668 1.5 1.6 1.9
H 15.622 -35.289 23.196 3.1 -1.7 0.1
O 10.485 -32.254 22.763 2.9 -1.9 -1.9
H 11.330 -31.841 23.012 -0.1 -0.1 -0.2
H 9.868 -31.790 23.223 -2.8 2.0 2.0
O 13.429 -35.531 21.053 1.4 1.3 -0.2
H 13.948 -34.592 20.999 -1.2 -4.5 0.1
H 14.036 -36.336 20.947 -0.7 2.6 0.1
O 12.269 -28.687 22.322 -1.7 0.2 -3.7
H 12.948 -29.300 22.443 2.1 -1.6 1.8
H 12.127 -29.076 21.382 -0.6 1.5 1.8
O 16.204 -29.653 22.428 2.9 2.7 0.7
H 16.181 -28.773 21.992 -0.3 -1.1 0.4
H 15.467 -30.130 22.184 -2.6 -1.5 -1.1
O 13.002 -31.420 19.686 0.4 -2.0 -0.1
H 13.717 -31.426 20.464 -2.4 -1.2 -2.3
H 12.688 -32.347 19.254 1.8 3.2 2.4
O 15.729 -34.128 20.465 -2.3 1.9 -0.2
H 15.107 -33.400 20.835 1.9 -1.3 -0.8
H 16.464 -34.047 21.045 1.1 -0.2 0.9
O 16.519 -32.417 25.772 3.6 2.6 2.3
H 15.656 -32.658 25.621 -3.3 -0.7 -0.5
H 16.527 -31.677 26.474 -0.3 -1.9 -1.9
O 12.405 -30.002 25.715 2.0 0.1 -0.3
H 12.828 -30.422 24.891 -0.9 0.6 1.3
H 13.183 -29.566 26.155 -1.3 -0.6 -0.6
```
Positions in Å, forces in eV/Å.



# 5
Molecular formula: H20NO13
Method: DFT, wB97M-V/def2-TZVPD

For the gap between HOMO and LUMO, the calculation gives 0.369 Ha. The calculation puts the HOMO energy at -7.1411 eV. Its charge is -1. Its spin multiplicity is 1. Its energy above the lowest of the compared OMol25 structures with the same formula, charge and spin is 37.9 kcal/mol. The calculation puts the electronic energy at -28431.7788 eV.

```
34
Properties=species:S:1:pos:R:3:forces:R:3
N -1.165 -0.128 -0.258 2.0 0.4 -2.7
O -0.598 0.030 0.827 -0.5 0.1 1.2
O -0.594 -0.855 -1.108 -0.9 -0.3 0.7
O -2.092 0.587 -0.624 -1.3 -0.1 0.7
O -0.491 -3.433 -2.122 0.0 -0.8 -0.6
H -0.489 -2.540 -1.801 -0.3 0.8 0.5
H 0.433 -3.570 -2.331 0.2 -0.2 -0.1
O -2.316 3.273 -0.700 0.8 1.4 0.5
H -2.275 2.337 -0.748 0.5 -1.7 0.3
H -3.099 3.437 -1.183 -1.3 0.7 -0.8
O -0.451 2.188 2.540 0.2 0.5 -0.8
H -0.620 2.013 3.465 -0.1 -0.6 -0.1
H -0.808 1.512 1.923 -0.3 -0.1 0.9
O 0.054 -1.204 3.054 -2.2 -0.6 0.0
H 0.892 -0.742 3.008 0.2 0.7 -0.4
H -0.569 -0.824 2.371 1.4 -0.3 1.1
O -2.234 -0.023 -3.422 0.1 -0.8 -1.6
H -2.511 0.355 -2.602 0.1 -0.1 1.1
H -1.911 -0.928 -3.250 -0.2 0.8 0.3
O 2.038 -1.095 -0.416 0.5 -0.2 0.2
H 2.803 -0.544 -0.621 -0.4 0.1 0.0
H 1.541 -0.669 0.300 0.1 0.1 -0.4
O 2.224 0.190 2.412 1.0 -1.2 0.8
H 2.686 -0.638 2.122 -0.7 1.4 -0.2
H 1.888 0.733 1.686 0.5 -0.4 -0.5
O 1.437 2.011 0.570 0.5 -0.7 2.5
H 0.806 2.090 1.343 0.8 0.3 -0.5
H 0.948 2.409 -0.100 -1.2 1.0 -2.1
O 1.371 0.524 -2.697 -0.2 0.5 0.4
H 0.817 0.001 -2.102 0.0 -0.8 -0.2
H 1.219 1.363 -2.252 0.3 0.5 -0.4
O 0.391 -3.004 0.880 -0.6 0.2 1.5
H 0.578 -2.395 0.162 -0.1 0.0 0.1
H 0.098 -2.458 1.673 0.8 -0.8 -1.3
```
Positions in Å, forces in eV/Å.



# 6
Molecular formula: H20NO8
Method: DFT, wB97M-V/def2-TZVPD

For the gap between HOMO and LUMO, the calculation gives 0.417 Ha. The calculation puts the HOMO energy at -14.1139 eV. Its charge is +1. Its spin multiplicity is 1. Its energy above the lowest of the compared OMol25 structures with the same formula, charge and spin is 82.2 kcal/mol. The calculation puts the electronic energy at -18186.6933 eV.

```
29
Properties=species:S:1:pos:R:3:forces:R:3
N -0.039 -0.538 -0.077 -3.3 -4.0 2.2
H -0.593 -0.062 0.626 -0.4 0.1 0.1
H -0.577 -1.412 -0.398 0.8 2.0 0.2
H 0.758 -0.877 0.378 2.1 -0.5 0.8
H 0.137 0.071 -0.775 0.9 2.5 -3.3
O 1.802 1.189 -2.824 -0.7 4.2 5.3
H 2.596 1.393 -3.194 3.4 0.7 -1.8
H 1.406 0.537 -3.238 -2.8 -4.9 -3.5
O -2.994 -0.562 0.043 2.8 4.0 2.6
H -3.444 -0.036 0.756 0.8 -0.6 -0.9
H -3.615 -1.141 -0.212 -3.6 -3.4 -1.5
O 1.191 -2.459 -2.183 -0.9 -1.4 -2.7
H 1.547 -2.196 -3.154 -1.6 -1.5 3.3
H 0.557 -3.309 -2.224 2.4 2.9 -0.6
O -1.595 1.082 3.459 2.8 -3.4 -7.2
H -1.848 1.493 4.165 -2.5 3.8 6.8
H -1.050 1.720 2.967 -0.3 -0.4 0.4
O -0.412 2.539 -0.058 -2.0 -3.6 -6.9
H -0.549 2.980 -0.980 0.7 -0.4 3.4
H -0.184 2.981 0.669 1.4 3.8 3.6
O -1.693 -0.158 -3.030 1.2 -1.0 0.6
H -2.470 -0.695 -2.935 -0.5 -0.4 0.1
H -2.005 0.661 -3.352 -0.5 1.4 -0.6
O 1.704 -2.261 2.833 5.4 -1.8 -3.9
H 1.364 -1.994 3.608 -2.0 1.5 4.5
H 2.735 -2.355 3.029 -3.5 0.3 -0.7
O 2.107 0.973 2.166 -2.1 1.2 -3.1
H 2.913 0.919 2.618 2.0 0.0 0.8
H 2.251 1.503 1.314 0.1 -1.1 2.1
```
Positions in Å, forces in eV/Å.